(1)
{
  "formula": "C4H4N2",
  "method": "the ωB97M-V functional and the def2-TZVPD basis",
  "smiles": "C1=N[C@@H]1[C@@H]1C=N1",
  "e_homo_ev": -9.34,
  "de_lowest_kcal_mol": 115.0,
  "orbital_gap_ev": 10.29,
  "elements": ["C", "N", "C", "C", "C", "N", "H", "H", "H", "H"],
  "xyz": [[-0.758, 1.975, 0.391], [0.443, 1.821, 0.656], [-0.456, 0.585, 0.522], [0.124, -0.465, -0.708], [-0.850, -1.330, -1.355], [-0.117, -1.905, -0.535], [-1.622, 2.631, 0.267], [-0.795, -0.066, 1.326], [1.056, -0.033, -1.025], [-1.773, -1.566, -1.789]],
  "nbo_charge": [0.06, -0.29, -0.19, -0.14, 0.06, -0.31, 0.21, 0.18, 0.20, 0.21]
}

=====

(2)
{
  "formula": "C38H37GaN9OP2S2Se2",
  "method": "the ωB97M-V functional and the def2-TZVPD basis",
  "total_charge": 1,
  "e_homo_ev": -9.95,
  "de_lowest_kcal_mol": 0.0,
  "orbital_gap_ev": 7.65,
  "elements": ["Ga", "Se", "P", "C", "C", "C", "C", "C", "C", "C", "C", "C", "C", "C", "C", "C", "C", "N", "N", "N", "P", "Se", "C", "C", "C", "C", "C", "C", "C", "C", "C", "C", "C", "C", "H", "H", "H", "H", "H", "H", "H", "H", "H", "H", "H", "H", "H", "H", "H", "H", "H", "H", "H", "H", "N", "C", "O", "C", "C", "N", "C", "N", "H", "H", "C", "N", "C", "C", "S", "N", "C", "C", "H", "H", "H", "H", "H", "H", "H", "H", "H", "H", "H", "H", "S", "C", "C", "N", "C", "H", "H", "H"],
  "xyz": [[1.614, -1.988, 1.049], [-1.318, 3.788, -1.005], [-2.137, 2.564, 0.494], [-2.064, 3.304, 2.147], [-2.673, 2.691, 3.246], [-2.639, 3.314, 4.481], [-2.001, 4.540, 4.631], [-1.398, 5.150, 3.543], [-1.431, 4.534, 2.298], [-3.878, 2.123, 0.252], [-4.869, 2.992, 0.701], [-6.205, 2.710, 0.452], [-6.556, 1.562, -0.243], [-5.571, 0.693, -0.693], [-4.235, 0.972, -0.447], [-1.313, 0.938, 0.655], [-0.148, 0.357, 0.160], [-0.018, -0.814, 0.830], [-1.047, -0.971, 1.655], [-1.831, 0.067, 1.560], [1.104, 0.702, -1.080], [2.452, -1.008, -1.187], [1.959, 2.204, -0.619], [1.792, 2.757, 0.647], [2.490, 3.905, 0.988], [3.338, 4.502, 0.066], [3.509, 3.945, -1.196], [2.827, 2.790, -1.538], [0.400, 0.758, -2.750], [1.273, 0.639, -3.835], [0.778, 0.631, -5.129], [-0.592, 0.711, -5.350], [-1.462, 0.804, -4.275], [-0.968, 0.832, -2.977], [-3.170, 1.737, 3.128], [-3.108, 2.840, 5.334], [-1.975, 5.019, 5.602], [-0.905, 6.107, 3.659], [-0.975, 5.004, 1.435], [-4.596, 3.891, 1.238], [-6.972, 3.388, 0.804], [-7.600, 1.342, -0.431], [-5.845, -0.207, -1.230], [-3.474, 0.276, -0.779], [1.128, 2.299, 1.369], [2.356, 4.337, 1.972], [3.871, 5.407, 0.332], [4.177, 4.409, -1.910], [2.965, 2.353, -2.521], [2.339, 0.549, -3.672], [1.462, 0.562, -5.966], [-0.979, 0.701, -6.361], [-2.531, 0.872, -4.438], [-1.653, 0.924, -2.155], [-0.214, -2.230, 4.714], [0.668, -1.766, 3.830], [1.065, -2.544, 2.898], [1.154, -0.423, 3.944], [2.091, -0.168, 2.949], [2.759, -0.331, 2.011], [0.632, 0.529, 4.853], [0.227, 1.284, 5.625], [-0.671, -3.106, 4.532], [-0.577, -1.626, 5.432], [-0.699, -3.817, -3.560], [-0.474, -3.472, -2.154], [-1.619, -2.777, -1.561], [0.595, -3.851, -1.456], [0.473, -3.983, 0.286], [1.722, -4.238, -2.082], [2.721, -5.094, -1.442], [2.206, -3.667, -3.344], [-1.747, -4.097, -3.663], [-0.092, -4.666, -3.854], [-0.509, -2.970, -4.221], [-1.785, -1.848, -2.108], [-1.448, -2.565, -0.514], [-2.506, -3.406, -1.654], [2.283, -5.655, -0.626], [3.558, -4.500, -1.068], [3.098, -5.788, -2.194], [1.631, -2.795, -3.625], [2.201, -4.404, -4.149], [3.235, -3.341, -3.184], [5.024, -4.686, 2.318], [5.672, -3.368, 1.439], [4.673, -2.560, 1.018], [3.414, -2.996, 1.373], [3.457, -4.102, 2.075], [6.736, -3.251, 1.299], [4.774, -1.637, 0.467], [2.574, -4.593, 2.453]],
  "lowdin_charge": [-0.02, 0.38, 0.54, -0.36, -0.09, -0.07, -0.07, -0.07, -0.12, -0.35, -0.07, -0.06, -0.07, -0.07, -0.09, -0.39, -0.39, -0.12, 0.02, 0.06, 0.76, 0.62, -0.37, -0.10, -0.06, -0.05, -0.06, -0.08, -0.35, -0.13, -0.07, -0.06, -0.06, -0.12, 0.10, 0.11, 0.11, 0.11, 0.05, 0.11, 0.11, 0.11, 0.10, 0.09, 0.10, 0.11, 0.11, 0.11, 0.10, 0.08, 0.11, 0.11, 0.12, 0.05, 0.23, -0.47, -0.08, -0.17, -0.14, 0.17, -0.21, 0.16, 0.13, 0.12, -0.02, -0.16, -0.05, -0.67, 0.80, -0.19, -0.06, -0.08, 0.10, 0.09, 0.10, 0.09, 0.03, 0.10, 0.06, 0.09, 0.10, 0.06, 0.10, 0.08, 1.10, -0.35, -0.23, -0.11, -0.45, 0.08, 0.08, 0.09]
}

=====

(3)
{
  "formula": "Br3H3Si2",
  "method": "the ωB97M-V functional and the def2-TZVPD basis",
  "s_squared": 2.005,
  "e_homo_ev": [-7.52, -10.74],
  "multiplicity": 3,
  "de_lowest_kcal_mol": 0.0,
  "orbital_gap_ev": [7.85, 8.43],
  "elements": ["Si", "Si", "Br", "Br", "Br", "H", "H", "H"],
  "xyz": [[0.486, -0.180, -2.142], [-0.972, -0.193, 1.757], [2.571, 0.469, -1.717], [-1.099, 2.062, 1.617], [0.954, -0.789, 2.850], [0.133, 0.198, -3.505], [0.108, -1.282, -1.422], [-2.181, -0.285, 2.562]],
  "mulliken_spin": [0.87, 0.71, 0.07, 0.10, 0.11, 0.03, 0.03, 0.09]
}

=====

(4)
{
  "formula": "C7H11N",
  "method": "the ωB97M-V functional and the def2-TZVPD basis",
  "smiles": "C=C1CNCC12CC2",
  "e_homo_ev": -9.05,
  "de_lowest_kcal_mol": 64.4,
  "orbital_gap_ev": 10.13,
  "elements": ["C", "C", "C", "N", "C", "C", "C", "C", "H", "H", "H", "H", "H", "H", "H", "H", "H", "H", "H"],
  "xyz": [[-1.207, -1.822, -0.309], [-0.619, -0.644, -0.386], [-1.143, 0.426, -1.367], [-0.733, 1.734, -0.966], [0.581, 1.440, -0.363], [0.505, 0.070, 0.273], [0.628, -0.165, 1.733], [1.715, -0.528, 0.744], [-0.919, -2.611, 0.410], [-1.914, -2.002, -1.079], [-0.838, 0.287, -2.405], [-2.255, 0.379, -1.414], [-1.478, 1.912, -0.260], [0.941, 2.220, 0.388], [1.393, 1.281, -1.124], [0.798, 0.684, 2.537], [0.030, -1.024, 2.116], [2.690, 0.023, 0.745], [1.824, -1.659, 0.726]],
  "nbo_charge": [-0.43, 0.05, -0.27, -0.59, -0.21, -0.18, -0.39, -0.40, 0.20, 0.20, 0.20, 0.20, 0.35, 0.21, 0.20, 0.22, 0.21, 0.23, 0.22]
}

=====

(5)
{
  "formula": "C5H9NO",
  "method": "the ωB97M-V functional and the def2-TZVPD basis",
  "smiles": "C[C@H]1N[C@H]1[C@H]1CO1",
  "e_homo_ev": -9.32,
  "de_lowest_kcal_mol": 70.4,
  "orbital_gap_ev": 10.44,
  "elements": ["C", "C", "N", "C", "C", "C", "O", "H", "H", "H", "H", "H", "H", "H", "H", "H"],
  "xyz": [[-1.948, -0.385, -0.104], [-1.124, 0.567, 0.740], [0.041, 0.338, 1.598], [0.233, 0.960, 0.295], [0.895, 0.119, -0.764], [2.192, -0.520, -0.527], [0.985, -1.272, -0.477], [-2.494, 0.291, -0.772], [-2.683, -0.960, 0.470], [-1.377, -1.075, -0.732], [-1.756, 1.344, 1.166], [0.380, -0.621, 1.555], [0.511, 2.014, 0.280], [0.612, 0.337, -1.795], [2.844, -0.758, -1.365], [2.687, -0.380, 0.434]],
  "nbo_charge": [-0.63, -0.07, -0.58, -0.12, 0.04, -0.11, -0.50, 0.21, 0.22, 0.22, 0.19, 0.36, 0.20, 0.19, 0.19, 0.19]
}

=====

Molecular weight, record by record: 80.09; 989.50; 298.91; 109.17; 99.13 g/mol